Below is a structure of composition C28H39CrN10OPSSe, with properties calculated with ωB97M-V with the def2-TZVPD basis set.

Structure (XYZ):
```
82
Properties=species:S:1:pos:R:3
H -3.626 3.306 3.164
H -0.836 -1.389 3.428
C -0.241 -3.111 0.315
N -1.718 0.146 4.537
N -2.243 2.217 4.293
C 3.756 -3.702 -2.162
H -1.835 3.611 -0.339
N -0.230 1.198 -3.573
H 5.406 1.169 0.417
H -0.485 1.746 -4.379
H -0.995 0.902 -2.987
H -1.354 0.179 6.669
C -2.304 -3.788 0.609
C -2.691 3.469 3.693
C -1.545 -1.268 4.248
C 0.972 1.418 -2.997
H 4.348 -3.183 -1.413
H -2.332 -0.425 -1.957
H 0.319 -1.428 -4.262
N -1.019 -2.064 0.061
C 3.259 2.128 -2.582
H 0.005 -5.968 0.156
H 6.333 2.649 -1.329
C -2.310 -2.476 0.245
C -1.631 0.733 5.791
C 3.560 -2.632 2.777
N 1.129 -0.484 1.173
C 2.704 1.313 -1.598
C -0.519 -5.523 0.997
H 4.070 -2.273 3.665
N 2.624 -1.592 2.337
C 1.831 -1.611 1.241
P 1.581 -3.087 0.184
C 1.473 0.275 2.253
Se -2.362 0.776 1.809
S 2.111 2.393 -3.854
H -2.496 -1.708 3.953
N 1.360 0.919 -1.847
N 2.536 -2.939 -2.448
H -0.149 2.683 1.181
H 1.057 2.620 -0.120
H -1.173 -1.757 5.145
C 0.166 3.133 0.238
H -3.149 -1.816 0.133
H 3.506 -4.702 -1.815
C -2.651 1.710 -1.668
C -3.149 0.282 -1.753
N -0.991 -4.178 0.652
H 4.334 -3.774 -3.077
H -0.705 3.569 -1.697
H -1.945 3.836 2.990
C -1.958 2.028 5.637
C 5.322 2.275 -1.417
H 0.136 -5.485 1.864
H -1.387 -6.131 1.235
C 1.648 -2.460 -1.548
H 4.951 3.254 -3.295
H -3.108 -4.464 0.843
H 2.930 -0.143 3.886
H 3.122 0.312 0.260
C 3.500 0.955 -0.514
H 2.658 -2.827 -4.583
C -2.101 1.059 3.618
C 2.112 -2.569 -3.693
H 4.297 -2.829 2.002
H -2.573 2.170 -2.661
C 4.794 1.442 -0.432
C 4.554 2.621 -2.512
Cr 0.037 -0.409 -0.676
H -3.879 0.166 -2.552
H -3.616 -0.018 -0.815
C 2.409 -0.402 2.981
H -2.835 4.193 4.490
H 0.435 4.175 0.417
N 0.663 -1.815 -2.183
H 3.027 -3.548 3.018
C 0.952 -1.874 -3.516
O -1.377 1.732 -1.023
C -0.971 3.082 -0.751
H -2.017 2.827 6.353
H 1.040 1.245 2.428
H -3.348 2.316 -1.085
```

Computed properties:
LUMO level (alpha / beta), eV: -4.74 / -4.99
Net charge: +2
Energy relative to the best compared isomer or geometry (same formula, charge and spin), kJ/mol: 0.0
Spin multiplicity: 5
Kohn-Sham gap (alpha / beta), eV: 7.06 / 6.84